No. 1
Molecular formula: C26H16AsN2PtS3
Method: DFT, wB97M-V/def2-TZVPD

```
49
Properties=species:S:1:pos:R:3:forces:R:3
C 5.80395 -3.07705 -4.37371 -0.2506 0.1142 0.0304
C 2.18858 -1.01420 -3.50483 -0.0701 0.0404 -0.0420
H -2.70069 5.92578 1.10975 0.0111 -0.0101 -0.0060
C 4.56890 -2.38445 -4.09757 0.2662 -0.1490 -0.0796
H 1.59640 -1.55441 -5.49610 0.0045 0.0016 0.0142
S 0.65140 3.10269 -0.94236 -0.2178 -0.0242 0.0990
C -0.73006 -1.66134 0.20115 0.0184 0.0130 -0.0699
C -2.55026 -2.01676 -1.32762 0.0293 -0.0064 0.0119
H -3.11499 -2.67458 -1.97661 0.0032 0.0007 0.0115
H -3.29205 4.33505 2.93190 -0.0008 0.0051 -0.0088
C -1.06569 -0.31077 0.29986 -0.1156 0.0275 0.1773
H -0.99156 5.31172 -0.55021 0.0119 -0.0108 0.0106
C 3.54446 -2.29855 -5.06096 0.0351 -0.1443 -0.2865
C 3.68868 -2.90455 -6.36213 0.0048 0.1128 0.2498
N 3.78702 -3.38156 -7.40413 -0.0073 0.0005 0.0068
S 0.69251 -0.19500 -3.17364 0.0377 -0.0472 -0.0351
C -2.88697 -0.67524 -1.23468 0.0152 0.0276 0.0197
As 0.05409 0.82264 1.45185 -0.0858 -0.1933 -0.1643
C -1.80889 -0.60042 3.28693 0.0136 0.0015 0.0699
C 2.38160 -1.62144 -4.75392 -0.1171 0.0724 0.0397
C -2.53612 4.07939 2.20008 0.0155 -0.0011 -0.0182
H 5.17813 -1.85766 -2.12646 -0.0108 0.0040 0.0001
H 0.13377 0.40629 6.46649 0.0020 -0.0010 -0.0039
C -0.57230 3.39154 0.30451 0.0483 0.0592 -0.0032
S 3.04340 -0.42665 -0.94958 0.0010 -0.0269 0.0062
Pt 1.09938 0.85287 -1.12785 0.3012 0.0451 -0.1736
C 4.38929 -1.79248 -2.86473 -0.0199 0.0621 0.1293
C -2.26086 -1.00599 4.53724 0.0164 0.0110 -0.0199
H -2.36045 -0.88543 2.39985 -0.0044 0.0037 -0.0093
H -1.19449 -3.55461 -0.68159 -0.0021 0.0045 -0.0041
C -0.65614 0.17034 3.17255 0.0459 0.0467 0.0603
H -2.41500 1.22489 -0.34882 -0.0165 0.0051 -0.0031
C -0.91222 2.50489 1.33523 0.0036 -0.0384 0.0176
H -2.14506 2.16680 3.06067 0.0013 -0.0074 0.0028
C -1.56737 -0.64336 5.68363 0.0017 0.0079 -0.0172
C -2.15415 0.17548 -0.41437 -0.0260 -0.0173 -0.0396
H -3.71752 -0.28164 -1.80780 0.0023 -0.0063 0.0021
C 0.04094 0.52032 4.32636 -0.0458 -0.0437 0.0320
C -1.88771 2.85769 2.26805 0.0145 0.0504 -0.0330
H 0.13918 -2.04159 0.72600 0.0004 0.0017 0.0239
C -1.47239 -2.51106 -0.60127 -0.0273 0.0177 -0.0151
H 0.94803 1.10955 4.25006 0.0037 0.0102 -0.0191
H -1.92177 -0.95996 6.65684 0.0024 0.0024 -0.0038
H -3.16035 -1.60493 4.61399 0.0045 0.0012 -0.0015
C -0.41475 0.12294 5.57652 0.0089 0.0001 -0.0148
C -2.20341 4.96528 1.18050 0.0027 -0.0287 0.0075
C 3.21003 -1.10747 -2.53862 0.0784 -0.0030 0.0830
C -1.24139 4.62410 0.24915 0.0123 0.0045 -0.0284
N 6.79484 -3.62708 -4.56959 -0.0003 0.0041 -0.0054
```
Positions in Å, forces in eV/Å.

Output
Spin multiplicity ... 3
Expectation value of S² ... 2.016
DFT total energy ... -126795.54093 eV
Charge ... -1
LUMO (spin up / spin down) ... 2.49 / 1.11 eV

Atom charges from the Löwdin analysis, given in e for atoms 1 to 5: C -0.186; C -0.698; H 0.096; C -0.204; H 0.111

No. 2
Molecular formula: C30H60N3O10P2
Method: DFT, wB97M-V/def2-TZVPD

```
105
Properties=species:S:1:pos:R:3:forces:R:3
H 9.19518 -0.44294 1.76602 -1.0963 -0.3459 -0.5123
H 6.95725 2.21530 3.49351 0.5325 -0.5942 -0.6100
C 8.49953 -1.02250 1.09261 0.7798 0.5776 -0.4044
N -3.17759 -1.80409 -3.86652 -0.0347 -0.1580 0.1732
H -2.43071 -0.19864 -1.61515 -0.2686 0.0622 0.0216
O -10.02838 3.42055 -0.55657 -0.0264 0.3886 0.1157
C 4.33002 0.43137 1.14048 -0.1928 0.4002 -1.2898
H 6.29881 -1.80694 -2.49988 0.1047 -0.0315 1.1508
H -5.95206 1.97212 -0.84412 -0.1851 -0.0167 0.0512
N -7.24547 4.51551 -0.37397 0.0797 -0.1763 -0.1655
H -6.46660 -1.03456 -3.60228 0.0263 0.0043 -0.0362
C 6.06133 -3.32378 -0.98744 -0.6307 -0.0087 -0.5482
C 7.56494 1.41071 3.00329 -0.1218 -0.0187 0.5892
H -2.04119 -0.48943 0.07561 -0.0126 -0.1012 0.0057
H -1.50579 -3.95364 -1.75194 0.0087 0.0463 0.0245
C -7.88985 3.97250 -1.56803 -0.1903 0.1215 0.3760
H -11.13988 3.50341 1.14860 0.0610 -0.0312 -0.0840
H -9.70193 4.53481 1.17049 -0.0632 0.1800 0.0371
H 4.12286 -4.44793 0.91797 0.8020 -0.1358 0.8287
H 2.03989 0.54892 4.82023 0.0734 -0.3019 -1.0621
P 6.76861 -1.06913 1.88397 0.2469 -1.4846 0.4021
H -8.10337 2.54725 1.52021 -0.1831 -0.0439 -0.1483
H 9.40338 -2.75012 -0.10497 -0.3870 0.1609 0.8851
O 0.72846 1.07844 -1.80550 2.5442 -1.3015 -0.0352
H 3.57227 -1.24650 2.75792 0.1900 0.6941 0.8467
C 6.99920 -0.03728 3.41701 1.2358 1.5194 -0.2934
H 0.87099 -1.57895 5.30714 0.8167 -0.0440 -0.4636
C -4.40664 1.34024 -3.36421 -0.0950 -0.0160 0.2248
H -7.73720 2.88945 -1.64625 -0.0770 -0.0467 -0.2095
O 2.19189 -0.09824 -3.72036 0.6269 0.5332 2.8205
H 4.95288 1.45876 3.05498 -0.4906 -0.7121 -0.5444
H 7.83508 -0.52139 4.00131 -1.0034 -0.0327 -0.7935
H 7.52711 -1.58965 -1.22381 -0.9721 -0.1442 0.2232
C 5.03562 -4.39710 1.57661 -0.2081 0.9573 -0.8163
C 3.58730 -0.34868 3.44327 -1.0297 0.2895 -0.0066
C 1.04085 0.07592 2.82839 -0.7832 0.7437 0.8690
C -9.39281 4.22214 -1.54986 0.1866 -0.4157 -0.3471
O 4.98361 -3.69422 -1.37440 0.3730 0.2632 0.3916
O -6.11254 2.05804 1.22840 -0.0529 -0.0428 -0.3043
H 8.44156 -3.19288 1.42901 0.8819 0.4424 -0.8310
H -2.87361 -0.92973 -3.45591 -0.0697 -0.0189 -0.0876
H 3.23804 1.63825 2.60465 1.0130 -0.6274 -0.2434
H 2.24809 -0.98327 -3.30188 -0.3960 0.1853 -0.6225
C -2.27625 -2.85921 -3.40526 0.0152 0.3307 0.0189
C 4.09793 0.90796 2.59921 -0.8718 -0.3792 -0.0599
P 2.23147 1.04784 -2.49901 -1.3538 1.2011 -1.8871
C 9.15033 -2.46634 0.94376 -0.2741 0.1540 0.9886
H 8.62053 1.55696 3.35507 -0.9832 -0.2144 -0.3075
H 2.47253 1.56466 0.42605 0.8787 -0.5464 -0.1324
C -5.61153 2.57477 0.00475 0.3044 0.1728 0.0521
C -2.16505 -3.09202 -1.89317 0.3039 -0.3563 -0.2631
O 6.89655 -4.18013 -0.29862 -1.1747 1.8877 0.0657
C -5.86250 4.07488 -0.19361 -0.1965 0.0388 0.2484
H -1.27996 -2.59877 -3.77618 0.0208 -0.1041 0.0408
C -5.41510 -0.77814 -3.76166 -0.2495 -0.4146 0.3341
H -3.44530 -1.30611 -0.63048 0.0153 0.0274 -0.1111
H -7.80582 1.33778 0.22688 -0.0025 0.1226 -0.0179
H -9.62226 5.28514 -1.42954 0.0577 -0.0374 0.1734
H 1.45955 -2.31295 3.75492 0.1882 0.6072 0.7837
C 6.23325 -4.91530 0.72362 -0.6492 -1.7243 1.3377
H 1.37379 0.80083 2.04392 -0.2424 -0.6882 0.6517
H -7.63790 0.90432 1.93586 0.0907 0.0281 -0.0433
C 5.46352 -0.46262 0.71774 -1.6418 2.0787 -1.8948
H -7.77371 4.23422 0.44286 -0.0047 0.0568 -0.0740
H 0.64298 -0.86886 2.36380 0.7613 0.8650 0.3138
H -4.93079 1.73244 -4.24057 0.0881 -0.0281 -0.0349
H -11.13926 5.00394 0.21004 0.0713 0.0414 0.0429
H -4.97271 -2.84797 -4.13085 0.0312 0.0023 0.0081
H 8.49778 -0.43290 0.13037 -0.0095 -0.6182 0.9875
H -2.55661 -3.79933 -3.89087 -0.0470 0.0023 0.0808
O -1.55192 -2.02268 -1.18152 -0.1517 0.0325 0.0400
O 6.63205 -6.01610 0.94042 0.3735 0.6559 -0.4204
H 7.56650 1.53552 1.89195 -0.1261 0.1140 0.9722
H -9.80282 3.90484 -2.51356 0.0142 0.0446 0.0076
H -3.12000 -3.36854 -1.43580 -0.0614 0.1995 0.0077
H 4.93796 -5.03570 2.48622 0.1714 0.3165 -1.0661
N 4.47443 -0.38156 -1.57072 0.0096 0.2267 1.4167
H -5.48512 4.59465 0.69186 0.0880 -0.0604 -0.0426
C 5.44880 -0.85834 -0.71365 0.1253 0.4336 1.2416
H 5.13376 -3.33573 1.91453 0.1398 -0.8281 -0.4410
C -10.51978 4.16639 0.54402 -0.0482 -0.2471 -0.0269
C -4.57986 -2.02867 -3.52187 0.1662 0.3624 -0.0845
H 6.12955 0.01314 4.10782 0.6298 -0.1464 -0.7957
H 4.49707 -0.66432 -2.55813 0.2024 0.0384 0.5502
C 1.73042 -1.61808 4.59659 0.5479 0.2470 -0.5587
H -4.69231 -2.30153 -2.46608 -0.2253 -0.0590 0.0073
H 4.19610 -0.57181 4.35246 -0.2124 0.1809 -0.9411
H -7.45656 4.44455 -2.45519 0.0166 0.0035 0.0190
H 0.14039 0.55478 3.31584 0.8246 -0.4559 -0.6155
O -5.09401 0.23276 -2.80703 0.1385 0.1854 -0.3208
C 3.31729 0.89650 0.16114 2.3563 -1.9485 -0.8934
H -3.37929 1.07460 -3.63151 0.0207 0.1020 -0.1801
H 10.08784 -2.50782 1.56554 -0.8428 0.1042 -0.8028
C 6.45289 -1.83507 -1.38245 0.2622 -0.4668 -0.1717
H -5.26743 4.42772 -1.04326 -0.0355 -0.0634 -0.0426
H -4.36938 2.12659 -2.60878 -0.0240 -0.0855 0.0100
H -4.52589 2.43767 0.05201 -0.0065 -0.0025 0.0407
H -5.31740 -0.41912 -4.79038 0.1706 0.0527 0.0705
C 2.08705 -0.18518 3.97358 0.2355 -1.8934 -0.2824
C -7.48665 1.70295 1.20634 0.1314 -0.0709 0.3297
O 2.57655 2.37012 -3.04780 -0.0184 -1.3250 0.7762
C -2.42952 -0.95940 -0.83194 0.3509 0.1022 0.0705
H 0.61657 0.24498 -1.29595 -0.5196 0.4503 -0.2790
C 3.45624 0.45938 -1.20216 -0.6870 0.1427 1.5634
H 2.66178 -2.05469 5.05985 -1.1559 0.4325 -0.0378
```
Positions in Å, forces in eV/Å.

Output
DFT total energy ... -75596.72567 eV
Charge ... +1
LUMO ... -4.55 eV

Atom charges from the Löwdin analysis, given in e for atoms 1 to 5: H 0.082; H 0.072; C -0.376; N -0.051; H 0.068

No. 3
Molecular formula: C29H57Br14IN3O5P2S2
Method: DFT, wB97M-V/def2-TZVPD

```
113
Properties=species:S:1:pos:R:3:forces:R:3
Br 7.10382 -1.21924 -3.19664 0.0509 0.0444 -0.0744
S -1.63323 2.52410 -6.10799 0.1808 -0.0272 0.2316
C 0.53913 1.32021 1.14849 0.4856 3.2067 0.0746
C -2.49823 2.40701 2.43618 0.1290 0.1015 0.2043
C 2.22112 6.42958 3.24434 0.3307 -0.0679 -0.2953
C -4.13792 -1.88024 3.48971 0.1233 -0.3348 -0.2391
C -5.71376 -1.34444 -3.71809 0.4926 -0.2384 0.7811
H 2.38625 3.49532 -1.19319 -0.2063 -0.1318 0.3004
C 7.39762 2.52650 0.15280 0.1316 -0.2127 0.1434
H -6.51558 -0.84329 -3.12349 0.6791 -0.0735 -0.6918
H -2.57040 3.43328 0.41122 -0.1494 0.0812 0.7881
H -3.70672 -1.24872 4.26312 -0.0887 0.0257 -0.0700
Br 0.79294 4.79633 5.11872 0.1377 -0.0223 0.0057
C -2.97800 -0.85972 -2.33723 -0.5304 -1.5646 -0.3347
H -4.51909 -2.07814 -0.07987 -0.6822 0.0710 -0.3842
H -6.13983 -2.67732 -0.76256 0.9262 0.3361 -0.1370
C 8.81828 -1.99819 -3.67977 -0.3398 -0.0939 0.1210
H 1.46204 -5.90899 2.14343 0.0581 0.0214 -0.0339
H 10.76690 -2.26433 -2.81550 -0.0596 0.0098 -0.0263
H 1.29994 7.00700 3.22637 0.0282 -0.0931 0.0902
C -0.46645 -0.75458 0.40677 -0.9260 -1.9397 -1.2528
H -6.24641 -1.54736 3.73740 0.0559 -0.0136 -0.0135
H -9.70385 -3.25959 -3.22990 -0.0144 0.1217 0.0264
C 3.25818 -7.03472 1.79244 0.0903 -0.0032 -0.2268
C 9.88058 -1.64753 -2.66996 0.2513 0.0245 -0.1034
H 3.15115 0.38891 0.26863 -0.0604 0.2603 0.0242
H -0.70030 2.08964 3.62110 0.1236 0.3325 -0.8086
H -0.51047 3.28119 0.71229 0.5086 -0.4766 0.3574
C -10.44206 -1.21118 -3.18319 -0.0416 -0.0372 0.3259
H -1.21147 -1.45273 0.88821 1.5289 1.0796 -0.7096
H -4.22796 -2.89919 3.86612 -0.0973 0.0640 0.0206
H -0.86867 3.03557 -5.09255 -0.5859 -0.5545 -0.2728
Br 4.93885 -0.36414 2.42119 -0.2082 -0.2247 0.2131
Br -8.43938 -2.09093 -5.03131 -0.8175 -0.1364 -0.1749
C -5.30610 -1.93317 -0.84826 -0.3748 0.5744 -0.6168
C -5.47111 -1.38424 2.98904 -0.1532 0.1279 0.2523
H 0.90043 3.32936 1.86623 -1.3972 -0.8314 -0.5055
H -2.64422 1.32249 2.21076 0.3110 0.9031 -0.0423
H -1.00383 3.78225 3.18248 0.0293 -0.8159 -0.4302
H 7.74829 3.00928 1.06473 -0.0936 0.0183 -0.0307
C -2.15725 -0.94471 -3.67856 0.3346 1.0547 -0.2833
H 2.83135 -7.49233 0.90076 -0.0397 0.0850 0.0393
H 9.05202 -1.65584 -4.68502 0.0862 0.0147 0.1054
H 5.25020 2.50850 0.50885 0.0099 -0.0573 -0.1113
S 0.88212 -0.37659 4.44003 0.4673 0.4686 -1.1216
C 5.80154 -2.94913 3.31706 0.0430 -0.1457 0.0033
N 1.63590 1.02655 2.13414 -1.3027 -0.9011 0.2564
H -4.09458 2.73454 1.01753 1.0276 0.1405 -0.0708
H -0.27716 -1.14458 -1.76525 -0.3203 0.3453 0.5850
H -6.17696 -2.22131 -4.24783 0.9956 1.0873 0.5197
H -5.77382 -1.84572 2.05189 0.1093 0.0150 0.0365
H -5.17699 -0.64732 -4.40016 -0.6791 -0.4248 0.2729
H 8.10206 2.72887 -0.65092 -0.1299 0.0190 -0.0140
N 3.04155 1.13303 -0.42684 -0.8634 0.2412 0.4354
C -3.16502 3.28840 1.33783 -1.2951 -0.8532 0.4637
Br -9.27405 -0.79132 -1.68249 0.0069 0.0468 -0.0871
Br 7.46723 0.61793 0.51952 0.4713 0.1778 -0.3121
O 1.73622 -1.53647 -0.44591 -0.8193 1.3195 -1.1678
C -1.00000 -0.64747 -1.07943 1.2508 0.5268 0.3125
H -1.23962 1.12234 -3.40613 -0.4467 -0.4914 -0.4445
H 5.89277 4.03239 -0.14114 0.0554 -0.0388 0.0205
C 2.53921 -5.75103 2.12493 -0.0507 -0.0082 0.0871
Br 5.13488 -6.72781 1.34543 -0.1077 0.0013 0.1499
H 8.64767 -3.07420 -3.69796 0.0904 0.0351 0.0505
H 2.68357 6.35780 5.34059 0.0238 0.0174 -0.0885
C -9.98535 -2.45330 -3.90284 -0.0508 -0.0004 -0.4120
H -3.43212 1.37783 -4.93150 0.6426 -0.3624 -0.2574
H -11.42696 -1.36420 -2.74320 0.0388 -0.0452 -0.0562
O -0.55737 0.45716 1.14630 0.9630 -0.1509 -0.4901
H -10.46684 -0.33167 -3.82184 0.0503 -0.1084 -0.0206
H 6.26752 -2.39023 4.12550 -0.0481 0.0617 -0.1094
O 1.11666 -2.28232 1.50131 -1.6246 1.3911 -0.5338
H 3.24240 -7.75339 2.60830 -0.0049 0.0949 -0.0168
C 0.89137 -1.54717 0.47063 2.0441 -2.2122 1.9742
H -5.79206 -0.92633 -0.76275 0.5740 -0.6692 0.1582
Br -2.83020 -1.98207 2.04806 -0.7995 -0.0629 0.9321
C -2.43979 1.06301 -5.31699 0.6059 -0.2524 0.7999
P -4.44623 -2.06803 -2.52498 -0.0994 -0.8098 0.5851
H -2.54149 0.29736 -6.12468 -0.1072 0.7529 0.5013
N -3.67325 4.58769 1.91542 0.6390 -0.7316 -0.6775
H -0.58509 0.13120 -4.73305 -0.6985 0.2967 0.5041
H -3.85793 5.17847 1.10376 -0.2855 0.0519 0.4644
H 3.21984 0.67202 -1.32343 -0.0142 0.1180 0.3779
C -0.01715 2.75453 1.55788 0.5191 -0.6530 0.9582
H -1.30746 -1.66713 -3.59179 -0.9487 0.3913 0.3915
H -1.05536 0.42643 -1.38809 -0.2503 -0.8557 0.3929
H 3.18870 4.90166 4.45839 -0.0543 0.0594 -0.0949
Br 2.99067 -5.13916 3.91777 -0.0887 -0.1095 0.0074
H 5.52150 -3.93699 3.67763 -0.0210 0.0466 -0.0896
H -3.07853 2.59300 3.38361 0.4081 -0.1504 -0.7802
C -1.00085 2.73975 2.76495 -0.7715 0.5524 0.1420
Br 5.47560 2.43307 -1.96663 0.2575 0.1454 -0.1443
H 3.76331 -2.29140 3.39882 0.0037 -0.0720 -0.0846
C 1.29856 0.37170 3.09207 0.1308 -0.4401 1.5677
Br 2.16844 5.23279 1.70490 0.2967 0.6935 0.0873
O 1.49020 3.30862 -0.85894 0.6239 -0.5577 1.0388
Br 10.49675 0.18711 -2.89507 -0.0444 -0.0176 0.0736
C 5.98710 2.94677 -0.16312 -0.1217 0.2334 -0.1229
H 4.31401 -2.67417 1.75663 -0.0499 0.0350 0.0678
C -1.53626 0.40589 -4.20164 0.2667 -0.3563 -1.1986
Br -5.45240 0.53992 2.69063 -0.1176 -0.1237 -0.1038
I -3.89082 1.13460 -1.99353 0.3186 0.2336 0.1865
C 4.61084 -2.25680 2.71629 -0.2996 0.1417 0.1877
C 2.42585 5.67318 4.53301 -0.1638 0.1112 0.2357
H -4.56469 4.31975 2.33847 0.2396 0.5713 -0.1512
H 3.06546 7.09290 3.05767 -0.0309 -0.0084 0.1027
O -2.27926 -1.31566 -1.21021 -0.2906 1.2956 -0.7683
H 9.54074 -1.74334 -1.64109 -0.0806 0.0381 -0.1007
H -10.75840 -2.80760 -4.58400 -0.0259 0.0513 0.0831
H 2.76813 -4.93624 1.44124 -0.0664 -0.0002 0.0517
P 1.38525 1.63395 -0.53568 -0.7070 -1.1522 -2.4914
Br 7.18100 -3.26896 1.98098 0.1851 0.0819 -0.0207
H -2.80736 -1.34470 -4.49835 0.3143 0.2671 0.7303
```
Positions in Å, forces in eV/Å.

Output
DFT total energy ... -1074649.49138 eV
Charge ... -1
LUMO ... 1.59 eV

Atom charges from the Löwdin analysis, given in e for atoms 1 to 5: Br 0.608; S 0.632; C -0.546; C -0.229; C -0.671